{"formula": "C9H14N2OS", "method": "wB97M-V/def2-TZVPD", "charge": 0, "e_tot_ha": -934.11344, "orbital_gap_ev": 8.512, "relative_energy_kcal_mol": 134.4, "symbols": ["H", "C", "N", "H", "H", "N", "C", "H", "H", "C", "H", "C", "C", "H", "S", "H", "H", "H", "H", "C", "C", "H", "O", "H", "C", "C", "H"], "xyz": [[1.435768, -2.430947, -1.459326], [1.453907, -0.017851, 0.084366], [0.641211, 2.150245, -0.393955], [3.155758, -2.015576, -0.653214], [-3.023252, 0.195207, 1.026168], [-0.515053, 0.417024, -0.762560], [-0.617348, 1.671122, -0.758814], [3.626051, 1.065487, 0.931479], [-0.938626, -1.787724, 2.017192], [-2.090161, -0.378363, 0.956218], [2.758162, 2.408564, 1.518794], [2.150054, -2.417852, -0.559605], [-1.796471, -1.147631, 1.975430], [0.684696, 3.155325, -0.054033], [1.332142, -1.498988, 0.750076], [-2.532535, -0.454911, -2.319712], [-0.963155, -1.541714, -0.529055], [-2.871524, 0.737557, -1.064934], [-3.624700, -0.945194, -0.913411], [2.908627, 1.883593, 0.559961], [1.600461, 1.301504, 0.123655], [3.313790, 2.673621, -0.103589], [-1.499038, 2.465516, -1.021930], [-2.473165, -1.202118, 2.829471], [-1.530828, -0.582980, -0.457037], [-2.734932, -0.268667, -1.304593], [2.150172, -3.434245, -0.417034]], "forces_ev_per_angstrom": [[1.489, 0.966, 0.815], [-3.956, 0.807, -1.120], [2.944, 2.882, 1.950], [-0.240, -0.128, -0.628], [0.546, 0.137, -0.126], [1.674, -5.559, 0.752], [0.264, 1.965, 0.066], [-0.786, 1.210, -1.323], [0.131, -0.388, -0.154], [-0.537, -0.802, -0.718], [-0.301, 0.112, -0.229], [-1.507, 1.258, -1.843], [-0.392, -0.312, 1.297], [-0.012, -1.736, -1.052], [1.019, -0.295, 0.243], [-0.041, -0.021, -1.413], [-1.071, 0.307, -0.112], [-0.966, 1.571, -0.270], [1.540, 1.457, -1.069], [0.880, -0.116, 2.052], [0.144, 1.095, -0.717], [-0.005, -0.995, 0.035], [-1.135, 0.864, -0.005], [0.388, 0.318, 0.066], [1.001, 1.567, 0.956], [-1.511, -3.649, 1.243], [0.439, -2.514, 1.304]]}